a.
{"formula": "C28H78N6O10", "method": "ωB97M-V with the def2-TZVPD basis set", "charge": 0, "gap_ev": 8.82, "smiles": "COC[C@H](C)N.COC[C@H](C)N.COC[C@H](C)N.COC[C@H](C)N.COC[C@H](C)N.COC[C@H](C)N.OCCO.OCCO", "e_lumo_ev": 0.479, "homo_ev": -8.34, "species": ["C", "O", "C", "C", "C", "N", "H", "H", "H", "H", "H", "H", "H", "H", "H", "H", "H", "C", "O", "C", "C", "C", "N", "H", "H", "H", "H", "H", "H", "H", "H", "H", "H", "H", "C", "O", "C", "C", "C", "N", "H", "H", "H", "H", "H", "H", "H", "H", "H", "H", "H", "C", "O", "C", "C", "C", "N", "H", "H", "H", "H", "H", "H", "H", "H", "H", "H", "H", "C", "O", "C", "C", "C", "N", "H", "H", "H", "H", "H", "H", "H", "H", "H", "H", "H", "C", "O", "C", "C", "C", "N", "H", "H", "H", "H", "H", "H", "H", "H", "H", "H", "H", "O", "C", "C", "O", "H", "H", "H", "H", "H", "H", "O", "C", "C", "O", "H", "H", "H", "H", "H", "H"], "positions_angstrom": [[0.0187, 1.4494, 9.1941], [-1.2898, 1.1131, 8.8051], [-1.3648, -0.0379, 7.9560], [-0.7756, 0.2363, 6.5572], [-1.3820, 1.4739, 5.9062], [-0.9767, -0.9290, 5.6931], [0.0438, 1.6103, 10.2721], [0.3503, 2.3857, 8.7328], [0.7748, 0.7122, 8.9106], [-0.7387, -0.7757, 8.4733], [-2.3747, -0.4453, 7.9387], [0.2916, 0.4520, 6.6541], [-0.7863, 2.0338, 5.1861], [-1.4880, 2.1857, 6.7356], [-2.3900, 1.3148, 5.5172], [-1.9889, -1.0992, 5.7239], [-0.7231, -1.7641, 6.2345], [4.6325, -0.1664, 2.2668], [3.4725, -0.4760, 3.0170], [2.2780, -0.0337, 2.3387], [1.1309, -0.6831, 3.1004], [1.2774, -2.1824, 3.4063], [-0.1427, -0.3489, 2.4833], [4.6153, 0.8889, 1.9770], [4.6810, -0.7896, 1.3656], [5.4907, -0.4347, 2.8799], [2.3119, 1.0525, 2.4596], [2.2923, -0.3638, 1.2954], [1.0558, -0.1832, 4.0799], [2.0653, -2.3318, 4.1376], [1.5269, -2.6559, 2.4544], [0.3236, -2.5077, 3.8165], [-0.8998, -0.8553, 2.9170], [-0.3759, 0.6216, 2.3356], [-2.2207, 2.3812, 1.9134], [-1.0561, 2.1523, 1.1334], [-1.3205, 2.4261, -0.2260], [-0.1452, 2.0590, -1.1428], [-0.5725, 1.8599, -2.6102], [0.3996, 0.7899, -0.6749], [-2.6826, 3.3213, 1.5973], [-1.9744, 2.3305, 2.9670], [-2.9960, 1.6566, 1.6315], [-2.1738, 1.8191, -0.5504], [-1.5840, 3.4828, -0.3617], [0.6865, 2.7702, -1.1401], [0.0906, 1.2258, -3.1809], [-0.8983, 2.7970, -3.0743], [-1.5889, 1.4371, -2.6242], [0.4640, 0.7831, 0.3360], [-0.1539, -0.0188, -0.9346], [-1.6603, -1.7923, -0.0937], [-1.6449, -2.6283, -1.2165], [-1.1614, -3.9391, -0.9786], [-1.3636, -4.8011, -2.2153], [-0.9295, -6.2272, -1.9732], [-0.5478, -4.2256, -3.2966], [-2.1335, -0.8904, -0.4950], [-0.7103, -1.5247, 0.3859], [-2.3022, -2.1600, 0.7216], [-0.1094, -3.8485, -0.6816], [-1.6984, -4.3721, -0.1215], [-2.4364, -4.7664, -2.4450], [0.1578, -6.2056, -1.8395], [-1.1784, -6.9370, -2.7585], [-1.2998, -6.6027, -1.0154], [-0.3001, -4.9157, -3.9977], [-1.1412, -3.5629, -3.7883], [3.9062, 3.0281, -0.0432], [4.4499, 4.0381, -0.8287], [5.0089, 3.5625, -2.0422], [5.7405, 4.6517, -2.8367], [6.0720, 4.2484, -4.2874], [6.9638, 5.1234, -2.1952], [4.3249, 2.0153, -0.1831], [2.8348, 2.9556, -0.2546], [4.0743, 3.0337, 1.0405], [5.8349, 2.8682, -1.8088], [4.2498, 2.9475, -2.5319], [5.1077, 5.5428, -2.9081], [6.7042, 5.0426, -4.6783], [5.1599, 4.2756, -4.8825], [6.5324, 3.2621, -4.3121], [7.6671, 4.3917, -2.1434], [6.7069, 5.3576, -1.2374], [-0.4625, -0.2661, -6.0496], [-1.3334, -1.0288, -5.2346], [-2.1958, -1.8962, -5.9538], [-3.6282, -1.6607, -5.4657], [-3.8513, -1.8734, -3.9812], [-4.5033, -2.5826, -6.2334], [-1.0210, 0.2294, -6.8590], [0.2713, -0.9050, -6.5427], [-0.1178, 0.6196, -5.5208], [-2.1090, -1.8631, -7.0379], [-1.9947, -2.9132, -5.5947], [-3.9748, -0.6879, -5.8430], [-3.4249, -2.8424, -3.7134], [-4.8695, -1.7433, -3.6250], [-3.2221, -1.1474, -3.4601], [-5.4009, -2.6319, -5.7689], [-4.6769, -2.3217, -7.1936], [3.9802, 1.7449, -4.7737], [2.7471, 1.4170, -4.1006], [2.8576, 0.4307, -2.9664], [3.6276, -0.7090, -3.3799], [4.4383, 0.8865, -4.7175], [2.3930, 2.3647, -3.6797], [2.1008, 1.0875, -4.9225], [1.8572, 0.0718, -2.7165], [3.1629, 0.9018, -2.0314], [2.9873, -1.3885, -3.6050], [-4.3666, -0.2445, 3.7304], [-4.9288, -1.3120, 2.9566], [-6.4563, -1.2557, 3.0345], [-6.8939, -0.5659, 1.8543], [-4.4262, 0.5135, 3.1346], [-4.5435, -1.3631, 1.9373], [-4.6161, -2.2435, 3.4395], [-6.7740, -0.7257, 3.9335], [-6.8651, -2.2700, 3.1173], [-7.8556, -0.5110, 1.8948]], "mulliken_charge": [-0.770, -0.421, -0.910, 0.314, -1.125, -0.401, 0.268, 0.267, 0.347, 0.505, 0.406, 0.264, 0.238, 0.429, 0.163, 0.239, 0.265, -0.532, -0.403, -0.768, 0.945, -1.801, 0.267, 0.061, 0.292, 0.308, 0.433, 0.424, -0.246, 0.319, 0.389, 0.476, 0.137, -0.155, -0.641, -0.342, -1.043, 0.841, -1.386, 0.242, 0.444, 0.071, 0.209, 0.400, 0.373, 0.136, -0.118, 0.523, 0.404, -0.226, -0.120, -0.858, 0.079, -0.964, 0.956, -1.688, -0.684, 0.033, 0.356, 0.405, 0.308, 0.337, 0.071, 0.421, 0.410, 0.385, 0.288, 0.078, -0.515, -0.424, 0.250, 0.489, -1.395, -0.744, 0.244, 0.006, 0.472, 0.070, -0.308, 0.329, 0.441, 0.297, 0.310, 0.260, 0.286, -0.786, 0.025, -1.228, 1.022, -1.137, -0.758, 0.412, 0.336, 0.086, 0.448, 0.318, 0.132, 0.204, 0.528, 0.007, 0.210, 0.240, -0.523, -0.597, 1.024, -0.637, 0.335, 0.337, 0.113, -0.156, -0.332, 0.374, -0.437, -0.160, -0.486, -0.516, 0.252, 0.069, 0.340, 0.296, 0.362, 0.288]}



b.
{"formula": "C28H78N6O10", "method": "ωB97M-V with the def2-TZVPD basis set", "charge": 0, "gap_ev": 9.30, "smiles": "COC[C@H](C)N.COC[C@H](C)N.COC[C@H](C)N.COC[C@H](C)N.COC[C@H](C)N.COC[C@H](C)N.OCCO.OCCO", "e_lumo_ev": 0.465, "homo_ev": -8.83, "species": ["C", "O", "C", "C", "C", "N", "H", "H", "H", "H", "H", "H", "H", "H", "H", "H", "H", "C", "O", "C", "C", "C", "N", "H", "H", "H", "H", "H", "H", "H", "H", "H", "H", "H", "C", "O", "C", "C", "C", "N", "H", "H", "H", "H", "H", "H", "H", "H", "H", "H", "H", "C", "O", "C", "C", "C", "N", "H", "H", "H", "H", "H", "H", "H", "H", "H", "H", "H", "C", "O", "C", "C", "C", "N", "H", "H", "H", "H", "H", "H", "H", "H", "H", "H", "H", "C", "O", "C", "C", "C", "N", "H", "H", "H", "H", "H", "H", "H", "H", "H", "H", "H", "O", "C", "C", "O", "H", "H", "H", "H", "H", "H", "O", "C", "C", "O", "H", "H", "H", "H", "H", "H"], "positions_angstrom": [[2.0840, 4.0042, 4.6852], [3.2138, 3.5559, 3.9963], [2.9288, 2.4423, 3.2155], [4.1430, 1.9536, 2.4033], [5.3172, 1.5011, 3.2625], [4.4369, 2.9053, 1.4009], [1.7512, 3.2534, 5.3821], [1.2672, 4.1502, 3.9750], [2.3324, 4.9582, 5.1506], [2.5444, 1.5814, 3.8174], [2.0308, 2.6356, 2.5793], [3.7723, 1.0909, 1.8561], [5.7965, 2.3539, 3.7428], [5.9209, 0.8439, 2.6627], [4.9922, 0.8970, 4.1039], [3.5877, 3.1473, 0.9556], [4.8872, 3.7316, 1.8195], [-2.4514, 0.5577, -7.1000], [-3.1851, -0.5725, -6.6355], [-3.3508, -0.8056, -5.2239], [-4.1642, -2.0981, -4.9740], [-5.6228, -1.9562, -5.5034], [-4.0498, -2.2899, -3.5273], [-1.5022, 0.6419, -6.5286], [-3.0967, 1.4114, -6.9317], [-2.2046, 0.4310, -8.1315], [-2.4012, -0.8935, -4.6814], [-3.8235, 0.0942, -4.7607], [-3.6059, -2.9191, -5.5005], [-6.0464, -1.1009, -4.9670], [-6.1608, -2.9309, -5.2389], [-5.7277, -1.8380, -6.6128], [-4.4078, -3.1945, -3.2666], [-4.5978, -1.6569, -3.0328], [-0.8145, 4.7842, 2.0506], [-0.6877, 3.5552, 2.6506], [-1.9827, 3.2102, 3.1921], [-2.2557, 1.7190, 3.0833], [-3.6370, 1.4158, 3.7170], [-1.2690, 0.9597, 3.8345], [0.1640, 4.9831, 1.5870], [-1.1982, 5.5903, 2.7000], [-1.5292, 4.6602, 1.2255], [-1.9872, 3.4650, 4.2060], [-2.7301, 3.7864, 2.6314], [-2.2973, 1.3817, 2.0759], [-4.4358, 2.0895, 3.3124], [-3.5552, 1.3584, 4.7882], [-3.9918, 0.3952, 3.5510], [-0.3118, 1.3798, 3.6909], [-1.3789, 0.8990, 4.8547], [-0.7999, -5.2026, 1.5517], [-1.7067, -4.7204, 2.5525], [-1.0686, -4.2979, 3.7000], [-0.2800, -3.0059, 3.5800], [0.2401, -2.5143, 4.9692], [-1.2236, -1.9495, 3.1337], [-0.1987, -4.3417, 1.2098], [-1.4437, -5.4894, 0.7189], [-0.1581, -6.0026, 1.9919], [-1.8488, -4.1417, 4.4590], [-0.3878, -5.1519, 4.0583], [0.5532, -3.1827, 2.9090], [1.1429, -3.1078, 5.3917], [-0.6440, -2.6846, 5.6091], [0.5386, -1.5183, 5.0187], [-0.9670, -0.9905, 3.3534], [-2.0166, -2.1736, 3.6704], [1.7289, -0.6145, 1.4702], [1.7369, 0.5003, 0.6534], [1.1862, 0.1897, -0.6180], [0.1780, 1.2503, -1.0661], [0.8157, 2.5777, -1.2057], [-0.9599, 1.2871, -0.1520], [1.7396, -0.2981, 2.5147], [2.5838, -1.2489, 1.1499], [0.7804, -1.1852, 1.4168], [2.0344, 0.2836, -1.3144], [0.6493, -0.7355, -0.7359], [-0.2448, 0.8640, -1.9662], [0.0158, 3.3281, -0.9936], [1.2881, 2.6310, -2.2003], [1.6202, 2.6879, -0.5021], [-1.2850, 0.3159, -0.0173], [-0.6620, 1.5856, 0.7728], [5.1016, -2.1988, -4.7723], [4.7536, -1.0259, -3.9584], [5.0284, -1.1890, -2.5968], [5.1265, 0.1706, -1.9761], [6.4697, 0.8811, -2.3040], [4.9185, 0.0523, -0.4990], [4.3711, -2.9969, -4.5633], [6.1599, -2.4242, -4.4891], [5.0849, -1.8185, -5.7822], [4.2443, -1.7719, -2.0858], [5.9393, -1.7992, -2.3777], [4.2714, 0.7771, -2.3316], [6.5477, 0.9121, -3.4101], [7.3153, 0.3796, -1.7348], [6.4795, 1.9107, -1.9822], [5.2708, 0.9512, -0.0825], [3.8991, 0.0178, -0.4058], [-0.9254, -1.9948, 0.1573], [-1.7241, -2.5905, -0.8330], [-0.7557, -3.0232, -1.9047], [0.4526, -3.5576, -1.3108], [-1.4200, -2.0584, 0.9947], [-2.2703, -3.4068, -0.4127], [-2.4112, -1.8824, -1.3392], [-0.4978, -2.1889, -2.5645], [-1.1805, -3.8048, -2.5244], [0.6071, -3.0170, -0.5116], [-5.7269, 0.4517, -2.6728], [-4.8004, 1.4270, -2.2205], [-4.0876, 1.0636, -0.9021], [-3.4750, 2.2400, -0.4202], [-6.3213, 0.1570, -1.9172], [-4.1079, 1.4641, -3.0760], [-5.2856, 2.3910, -2.0925], [-3.3262, 0.2812, -1.1109], [-4.8540, 0.6527, -0.1596], [-2.5180, 2.1063, -0.4541]], "mulliken_charge": [-0.397, -0.394, -0.207, 1.714, -1.750, -0.507, 0.282, -0.070, 0.338, 0.187, -0.152, -0.600, 0.371, 0.411, 0.377, 0.119, 0.325, -0.690, -0.396, 0.001, 0.036, -1.170, -0.274, 0.246, 0.291, 0.252, 0.192, -0.015, 0.306, 0.240, 0.323, 0.307, 0.246, 0.129, -1.085, 0.336, -1.385, 1.551, -1.562, -0.206, 0.251, 0.286, 0.367, 0.180, 0.594, -0.785, 0.362, 0.419, 0.389, -0.136, 0.297, -0.456, -0.329, -0.887, 0.410, -1.478, -0.165, 0.145, 0.189, 0.381, 0.371, 0.334, 0.311, 0.317, 0.321, 0.370, -0.002, 0.380, 0.086, 1.031, 0.130, -0.419, -1.456, 0.092, -0.110, 0.398, -0.441, -0.274, -0.268, 0.843, 0.370, 0.364, -0.057, 0.317, -0.499, -0.730, -0.322, -0.645, 0.847, -1.572, -0.718, 0.249, 0.334, 0.257, 0.303, 0.411, 0.014, 0.408, 0.315, 0.426, 0.232, 0.013, -0.257, 0.538, -0.686, -0.666, -0.078, 0.505, -0.480, 0.241, 0.465, 0.318, -0.477, -0.462, 0.395, -0.653, 0.316, 0.120, 0.279, -0.275, 0.228, 0.547]}



Which is most stable? The ranking, best first, is b, a.



a.
{"formula": "CH5N2", "method": "ωB97M-V with the def2-TZVPD basis set", "charge": 1, "gap_ev": 12.07, "smiles": "NC=[NH2+]", "e_lumo_ev": -4.445, "homo_ev": -16.51, "species": ["N", "C", "N", "H", "H", "H", "H", "H"], "positions_angstrom": [[-0.2266, 0.8070, 0.8088], [0.3492, 0.2374, -0.2385], [0.0655, -1.0030, -0.6490], [-0.0486, 1.7778, 0.9462], [-0.9967, 0.1177, 1.4938], [0.7535, 0.9831, -0.9308], [0.4174, -1.3851, -1.5332], [-0.3137, -1.5350, 0.1027]], "mulliken_charge": [-0.414, 0.309, -0.319, 0.267, 0.347, 0.311, 0.275, 0.225]}



b.
{"formula": "CH5N2", "method": "ωB97M-V with the def2-TZVPD basis set", "charge": 1, "gap_ev": 11.14, "e_lumo_ev": -5.255, "homo_ev": -16.40, "species": ["C", "N", "N", "H", "H", "H", "H", "H"], "positions_angstrom": [[0.1850, 0.0153, 0.5093], [-0.2021, -1.1569, 0.0360], [0.1442, 1.1549, -0.0975], [0.6954, -0.0768, 1.4254], [-0.3401, -1.7343, 0.8424], [-0.8451, -1.4110, -0.6849], [0.1303, 2.0280, 0.4189], [-0.0464, 1.3989, -1.5220]], "mulliken_charge": [0.214, -0.351, -0.491, 0.326, 0.276, 0.287, 0.285, 0.452]}



Which is most stable? The ranking, best first, is a, b.



a.
{"formula": "C3H16O4", "method": "ωB97M-V with the def2-TZVPD basis set", "charge": 0, "gap_ev": 11.47, "smiles": "CCC.O.O.O.O", "e_lumo_ev": 0.510, "homo_ev": -10.96, "species": ["C", "C", "C", "H", "H", "H", "H", "H", "H", "H", "H", "O", "H", "H", "O", "H", "H", "O", "H", "H", "O", "H", "H"], "positions_angstrom": [[3.1478, 3.4928, 1.3968], [2.0576, 4.5299, 1.5622], [2.7221, 5.8438, 1.0369], [4.0772, 4.0769, 1.5451], [3.1510, 2.6678, 2.2403], [3.3355, 3.1554, 0.4652], [1.2077, 4.2655, 0.9935], [1.6112, 4.7034, 2.5709], [2.0477, 6.6827, 1.1089], [3.0343, 5.6381, -0.0532], [3.4825, 6.0064, 1.6896], [-1.1190, -6.3532, 1.2793], [-0.7843, -5.7184, 1.9409], [-0.5501, -7.1334, 1.5511], [1.0749, -5.8568, -1.9334], [0.6458, -5.9101, -1.0867], [1.6155, -6.6710, -1.8765], [-4.4551, -3.2742, -2.5490], [-4.4437, -3.6012, -3.4362], [-4.0513, -2.4053, -2.7025], [-6.3241, -1.4136, -1.9163], [-5.6974, -2.0956, -1.7140], [-5.7857, -0.6299, -2.1130]], "mulliken_charge": [-1.053, -0.227, -1.210, 0.271, 0.246, 0.400, 0.285, 0.273, 0.357, 0.262, 0.397, -0.660, 0.329, 0.327, -0.642, 0.330, 0.316, -0.665, 0.319, 0.330, -0.641, 0.360, 0.296]}



b.
{"formula": "C3H16O4", "method": "ωB97M-V with the def2-TZVPD basis set", "charge": 0, "gap_ev": 11.29, "smiles": "CCC.O.O.O.O", "e_lumo_ev": 0.412, "homo_ev": -10.88, "species": ["C", "C", "C", "H", "H", "H", "H", "H", "H", "H", "H", "O", "H", "H", "O", "H", "H", "O", "H", "H", "O", "H", "H"], "positions_angstrom": [[0.3917, 0.4242, 0.9452], [1.1285, 1.2112, -0.1505], [2.6273, 0.8751, -0.2836], [-0.3331, -0.2921, 0.5662], [-0.0970, 1.1027, 1.6453], [1.1150, -0.1000, 1.5811], [1.0760, 2.2778, -0.0104], [0.6480, 0.9880, -1.0871], [2.8241, -0.2025, -0.3232], [2.8960, 1.1695, -1.3001], [3.1922, 1.3341, 0.5198], [-2.1410, -1.8127, 1.2722], [-2.0085, -1.2219, 2.0296], [-2.6850, -2.5582, 1.5319], [-0.7343, 1.5505, -3.6809], [-1.2165, 1.9557, -2.9575], [-0.9833, 0.6184, -3.6466], [-1.1031, -1.4172, -2.7507], [-0.3142, -1.7904, -3.1490], [-1.3293, -1.9293, -1.9652], [-1.3982, -0.5806, 3.6382], [-0.9403, -1.4370, 3.5374], [-0.6148, -0.1653, 4.0378]], "mulliken_charge": [-0.836, -0.032, -1.312, 0.132, 0.319, 0.321, 0.284, 0.139, 0.336, 0.363, 0.346, -0.663, 0.382, 0.297, -0.645, 0.303, 0.308, -0.630, 0.316, 0.309, -0.678, 0.332, 0.309]}



Which is most stable? The ranking, best first, is b, a.



a.
{"formula": "C3H6BrP", "method": "ωB97M-V with the def2-TZVPD basis set", "charge": 0, "gap_ev": 9.40, "e_lumo_ev": 0.553, "homo_ev": -8.85, "species": ["C", "C", "C", "P", "Br", "H", "H", "H", "H", "H", "H"], "positions_angstrom": [[-0.6635, 0.8319, -0.7683], [-1.3865, -0.2468, 0.0323], [0.0684, 0.0975, 0.2777], [1.4672, -1.0727, -0.1339], [3.1699, 0.3206, 0.1052], [-0.3954, 0.6541, -1.8886], [-0.9599, 1.7897, -0.5586], [-2.0847, 0.1286, 0.6942], [-1.5471, -1.2588, -0.3248], [0.6918, 0.5279, 1.5794], [1.6398, -1.7720, 0.9855]], "mulliken_charge": [-0.521, -0.536, -0.034, 0.015, -0.183, 0.223, 0.244, 0.224, 0.262, 0.257, 0.048]}



b.
{"formula": "C3H6BrP", "method": "ωB97M-V with the def2-TZVPD basis set", "charge": 0, "gap_ev": 9.19, "e_lumo_ev": 0.218, "homo_ev": -8.97, "species": ["C", "C", "C", "P", "Br", "H", "H", "H", "H", "H", "H"], "positions_angstrom": [[0.6540, -0.0336, 1.0178], [-0.3817, -1.1307, 0.6716], [0.0263, -0.1662, -0.3133], [-1.0730, 1.1656, -0.8660], [0.4089, 2.7476, -1.2512], [0.1761, 0.7658, 1.4899], [1.6860, -0.2912, 1.2351], [0.0673, -2.0866, 0.6036], [-1.4129, -1.2781, 1.1751], [1.1754, -0.4266, -1.6316], [-1.3264, 0.7340, -2.1310]], "mulliken_charge": [-0.620, -0.560, 0.072, -0.036, -0.168, 0.315, 0.242, 0.227, 0.233, 0.237, 0.057]}



Which is most stable? The ranking, best first, is a, b.